# 1
Here is a cluster of 3 separate species, C16H24N2O6 in total in a non-equilibrium geometry from OMol25. Energies are from ωB97M-V/def2-TZVPD.

HOMO energy in Eh: -0.39894
Energy in a.u.: -1185.0228
Largest force on an atom in Eh/bohr: 0.05973
Total charge: 0
LUMO in eV: 0.48
Energy above the lowest of the compared OMol25 structures with the same formula, charge and spin in kJ/mol: 172.1
SMILES: C[C@@H]1COC(=O)O1.C[C@@H]1COC(=O)O1.CCC(C#N)(CC)CC#N
Kohn-Sham gap in eV: 11.3393

The geometry in XYZ format:
```
48
Properties=species:S:1:pos:R:3:nbo_charge:R:1
C -5.10 1.96 -4.31 -0.63
C -4.36 0.65 -4.16 0.06
C -5.21 -0.58 -4.39 -0.09
O -4.58 -1.55 -3.54 -0.49
C -3.97 -0.88 -2.53 0.97
O -3.50 -1.38 -1.57 -0.57
O -3.94 0.45 -2.79 -0.50
H -5.87 2.06 -3.55 0.22
H -4.41 2.80 -4.19 0.23
H -5.55 2.03 -5.30 0.22
H -3.47 0.64 -4.79 0.19
H -5.20 -0.92 -5.42 0.20
H -6.25 -0.45 -4.06 0.18
C 3.25 -2.73 6.25 -0.63
C 2.78 -3.09 4.87 0.06
C 3.62 -2.51 3.74 -0.09
O 2.66 -2.36 2.69 -0.50
C 1.43 -2.23 3.26 0.97
O 0.45 -1.90 2.68 -0.57
O 1.50 -2.51 4.59 -0.49
H 3.16 -1.65 6.42 0.22
H 2.64 -3.23 7.01 0.23
H 4.29 -3.02 6.40 0.22
H 2.69 -4.17 4.76 0.19
H 4.42 -3.17 3.43 0.21
H 4.03 -1.53 3.98 0.18
C 2.49 -0.33 0.37 -0.62
C 2.18 0.45 -0.91 -0.38
C 1.20 1.60 -0.68 -0.16
C 0.82 2.09 -1.99 0.31
N 0.52 2.43 -3.06 -0.32
C -0.06 1.18 0.09 -0.38
C -1.26 0.86 -0.78 -0.60
C 1.96 2.75 0.10 -0.49
C 2.08 3.99 -0.62 0.28
N 2.40 5.04 -1.01 -0.30
H 2.41 0.33 1.21 0.20
H 1.88 -1.21 0.49 0.24
H 3.51 -0.66 0.35 0.21
H 3.10 0.88 -1.27 0.20
H 1.83 -0.19 -1.69 0.22
H 0.12 0.32 0.71 0.23
H -0.37 1.96 0.77 0.20
H -2.03 0.48 -0.14 0.23
H -1.64 1.75 -1.25 0.21
H -1.02 0.14 -1.55 0.21
H 1.43 2.98 1.01 0.25
H 2.95 2.42 0.36 0.25
```

# 2
Here is a cluster of 3 separate species, C25H54N4O5 in total from OMol25. Energies are from ωB97M-V/def2-TZVPD.

HOMO energy in Eh: -0.28909
Energy in a.u.: -1580.1771
Largest force on an atom in Eh/bohr: 0.01479
Total charge: 0
LUMO in eV: 0.44
Energy above the lowest of the compared OMol25 structures with the same formula, charge and spin in kJ/mol: 0.0
SMILES: CCN[C@@H]1[C@H](C[C@@H](O)CN)OC(=O)[C@@H]1CCCC(=O)O.CCN(CC)CC.CCN(CC)CC
Kohn-Sham gap in eV: 8.3102

The geometry in XYZ format:
```
88
Properties=species:S:1:pos:R:3:lowdin_charge:R:1
C 2.49 -5.22 0.95 -0.08
C 2.05 -4.67 -0.41 -0.26
N 1.29 -3.43 -0.29 -0.03
C 0.99 -2.79 -1.56 -0.22
C 2.11 -1.84 -2.13 -0.20
C 3.52 -1.82 -1.54 -0.08
C 3.63 -1.52 -0.04 -0.36
O 4.43 -2.56 0.54 -0.04
C 4.19 -0.12 0.25 -0.23
N 3.68 0.57 1.42 0.01
O 1.60 -0.49 -1.96 0.04
C 0.48 -0.51 -1.21 -0.46
O 0.18 0.38 -0.49 0.14
C -0.22 -1.83 -1.44 -0.15
C -1.31 -2.13 -0.41 -0.14
C -2.47 -1.11 -0.43 -0.15
C -3.82 -1.69 -0.94 -0.09
C -4.72 -2.08 0.21 -0.54
O -4.47 -2.91 1.04 0.10
O -5.87 -1.39 0.23 0.11
H 3.58 -5.27 1.03 0.07
H 2.10 -6.23 1.13 0.07
H 2.12 -4.57 1.76 0.07
H 2.93 -4.46 -1.04 0.10
H 1.46 -5.44 -0.95 0.11
H 0.42 -3.63 0.19 0.10
H 0.80 -3.55 -2.34 0.15
H 2.19 -2.06 -3.20 0.15
H 4.05 -2.74 -1.80 0.12
H 4.02 -1.01 -2.09 0.12
H 2.63 -1.57 0.42 0.13
H 4.27 -2.59 1.49 0.09
H 5.28 -0.24 0.37 0.13
H 4.02 0.53 -0.62 0.10
H 3.83 0.03 2.26 0.06
H 2.67 0.69 1.33 0.06
H -0.67 -1.77 -2.45 0.17
H -1.72 -3.14 -0.60 0.12
H -0.86 -2.15 0.59 0.11
H -2.21 -0.24 -1.04 0.11
H -2.60 -0.72 0.58 0.10
H -4.33 -0.97 -1.59 0.12
H -3.65 -2.61 -1.51 0.13
H -6.37 -1.69 1.01 0.13
C 0.42 6.41 -4.47 -0.09
C 1.24 5.36 -3.74 -0.28
N 0.44 4.27 -3.21 -0.20
C 1.15 3.43 -2.27 -0.24
C 2.34 2.62 -2.78 -0.08
C -0.40 3.58 -4.18 -0.25
C 0.28 2.94 -5.40 -0.08
H -0.39 6.77 -3.83 0.08
H 1.05 7.26 -4.73 0.07
H -0.02 6.03 -5.39 0.06
H 1.74 5.82 -2.89 0.12
H 2.05 5.01 -4.42 0.10
H 0.42 2.74 -1.82 0.10
H 1.49 4.07 -1.45 0.11
H 2.03 1.78 -3.40 0.05
H 2.88 2.20 -1.92 0.06
H 3.04 3.23 -3.34 0.07
H -1.15 4.29 -4.54 0.10
H -0.96 2.82 -3.63 0.11
H 0.99 3.62 -5.86 0.07
H -0.47 2.70 -6.15 0.07
H 0.81 2.03 -5.14 0.05
C -2.48 1.64 6.52 -0.09
C -2.75 0.31 5.82 -0.28
N -3.03 0.47 4.41 -0.20
C -3.58 -0.72 3.79 -0.25
C -2.70 -1.97 3.70 -0.08
C -2.01 1.18 3.64 -0.24
C -0.58 0.64 3.68 -0.08
H -3.30 2.34 6.34 0.08
H -2.40 1.48 7.60 0.07
H -1.55 2.10 6.19 0.06
H -3.63 -0.15 6.27 0.12
H -1.91 -0.37 6.02 0.10
H -3.90 -0.45 2.78 0.10
H -4.49 -0.98 4.34 0.11
H -1.91 -1.86 2.96 0.04
H -3.30 -2.83 3.40 0.06
H -2.23 -2.21 4.66 0.07
H -1.99 2.22 4.00 0.10
H -2.36 1.23 2.61 0.11
H -0.27 0.39 4.70 0.07
H 0.11 1.39 3.30 0.07
H -0.45 -0.25 3.06 0.05
```

# 3
Here is a structure of composition C31H45ClN4O7SSiW from OMol25. Energies are from ωB97M-V/def2-TZVPD.

HOMO energy (spin up / spin down) in Eh: -0.29888 / -0.30958
Energy in a.u.: -3169.0014
Largest force on an atom in Eh/bohr: 0.01492
Multiplicity: 3
Total charge: 0
LUMO (spin up / spin down) in eV: -1.01 / -1.26
Energy above the lowest of the compared OMol25 structures with the same formula, charge and spin in kJ/mol: 0.0
Kohn-Sham gap (spin up / spin down) in eV: 7.1230 / 7.1676
⟨S²⟩: 2.015

The geometry in XYZ format:
```
91
Properties=species:S:1:pos:R:3:lowdin_charge:R:1
W 0.29 0.44 0.15 1.32
C 2.06 6.87 -0.90 -0.05
O 3.07 6.35 -0.05 -0.05
C 3.05 5.04 0.22 -0.26
C 4.06 4.58 1.09 0.01
C 4.11 3.26 1.41 -0.01
C 3.17 2.33 0.92 -0.11
C 3.26 0.93 1.26 -0.36
C 4.43 0.43 2.07 0.01
O 2.40 0.09 0.94 -0.16
C 2.16 2.81 0.05 -0.29
O 1.26 2.01 -0.50 -0.30
C 2.12 4.16 -0.31 0.07
H 2.24 7.94 -0.97 0.10
H 1.06 6.70 -0.47 0.10
H 2.11 6.43 -1.89 0.10
H 4.78 5.29 1.48 0.12
H 4.89 2.92 2.08 0.11
H 4.40 0.86 3.07 0.10
H 5.38 0.70 1.61 0.10
H 4.36 -0.65 2.14 0.09
H 1.34 4.47 -0.98 0.10
O -1.28 -5.96 1.06 -0.39
S -0.16 -6.90 1.17 0.43
O 0.54 -6.83 2.45 -0.34
O -0.42 -8.21 0.65 -0.32
C 1.09 -6.19 0.05 -0.33
N 2.24 -6.85 -0.08 0.13
C 3.16 -6.29 -0.84 -0.10
C 2.99 -5.05 -1.45 0.01
C 1.76 -4.45 -1.24 -0.23
N 0.81 -5.02 -0.51 0.17
C 1.39 -3.09 -1.70 -0.13
C 2.27 -2.02 -1.63 0.02
C 1.76 -0.75 -1.80 -0.17
N 0.46 -0.50 -2.02 -0.05
C -0.36 -1.55 -2.19 -0.12
C 0.07 -2.85 -2.06 0.02
H 4.09 -6.84 -0.97 0.11
H 3.76 -4.60 -2.06 0.11
H 3.31 -2.16 -1.35 0.12
H 2.40 0.13 -1.77 0.11
H -1.40 -1.31 -2.38 0.10
H -0.63 -3.67 -2.15 0.13
Cl 0.03 1.19 2.36 0.15
C -0.41 -3.90 3.29 0.00
N 0.07 -2.83 2.40 -0.08
C 1.39 -2.31 2.75 0.00
C -0.65 -2.37 1.42 -0.39
C -1.97 -2.98 1.09 0.03
O -0.23 -1.40 0.67 -0.25
H 0.45 -4.46 3.64 0.09
H -1.03 -4.61 2.74 0.06
H -0.94 -3.45 4.13 0.11
H 2.12 -3.11 2.62 0.11
H 1.37 -2.00 3.79 0.11
H 1.65 -1.46 2.13 0.04
H -1.81 -4.03 0.82 0.07
H -2.42 -2.43 0.28 0.07
H -2.63 -2.96 1.96 0.11
C -1.69 3.42 0.57 -0.23
Si -1.93 1.81 -0.41 0.63
C -3.54 1.00 0.27 -0.65
C -4.64 2.04 0.52 -0.09
C -4.07 -0.06 -0.69 -0.10
C -3.25 0.34 1.63 -0.13
C -2.10 2.38 -2.25 -0.64
C -2.10 1.26 -3.29 -0.11
C -3.39 3.20 -2.45 -0.10
C -0.92 3.30 -2.58 -0.11
H -2.34 4.21 0.20 0.03
H -0.66 3.77 0.50 0.00
H -1.90 3.26 1.62 0.01
H -4.97 2.54 -0.39 0.06
H -4.31 2.81 1.22 0.08
H -5.51 1.55 0.96 0.09
H -4.45 0.38 -1.61 0.07
H -4.90 -0.61 -0.22 0.09
H -3.31 -0.80 -0.96 0.05
H -2.90 1.07 2.37 0.06
H -2.49 -0.43 1.56 0.03
H -4.16 -0.12 2.02 0.09
H -2.86 0.50 -3.10 0.06
H -1.13 0.77 -3.34 0.05
H -2.31 1.68 -4.28 0.09
H -4.28 2.56 -2.42 0.07
H -3.37 3.67 -3.43 0.08
H -3.51 3.99 -1.70 0.07
H 0.04 2.79 -2.48 0.06
H -0.90 4.19 -1.93 0.07
H -1.00 3.66 -3.61 0.09
```

Look up the largest force on an atom of the second one. 0.01479 Eh/bohr